[1]
23
Properties=species:S:1:pos:R:3:lowdin_charge:R:1 method="wB97M-V/def2-TZVPD" e_above_lowest_kcal_mol=114.00 smiles=C#CCN(C)Cc1ccc[nH]1
C -1.01665 -1.20207 1.19504 -0.117
C -2.45382 -0.06798 -0.48837 -0.171
C -1.98430 1.29905 -0.04778 -0.105
C -1.75906 2.42937 0.29998 0.089
C -0.16858 -1.18450 -1.01788 -0.071
C 1.13360 -0.38493 -0.52954 -0.284
C 2.24640 -0.87301 -0.00923 -0.093
C 3.02112 0.24677 0.42615 -0.076
C 2.30717 1.37465 -0.03856 -0.191
H -0.37220 -0.49356 1.52235 0.033
H -1.99589 -1.06630 1.83497 0.125
H -0.63043 -2.18136 1.53621 0.097
H -2.75928 -0.17619 -1.49171 0.107
H -3.23335 -0.28685 0.17523 0.093
H -1.50491 3.48652 0.31023 0.042
H 0.13410 -2.23108 -0.94072 0.103
H -0.40201 -1.01228 -2.07047 0.107
H 2.40759 -1.97792 0.15916 0.130
H 4.04193 0.22529 0.70897 0.069
H 2.70053 2.45865 -0.02971 0.143
H 0.48490 1.71222 -0.71167 0.153
N -1.43794 -1.07809 -0.17481 -0.222
N 1.24106 0.98360 -0.61785 0.040



[2]
42
Properties=species:S:1:pos:R:3:lowdin_charge:R:1 method="wB97M-V/def2-TZVPD" e_above_lowest_kcal_mol=62.75 smiles="CCOC(=O)Cc1csc(NC(=O)COc2ccccc2OC)n1"
C -1.55596 -4.66490 0.22248 -0.058
C -1.29715 -3.22886 -0.20909 -0.213
H -0.24146 -2.96878 -0.10718 0.122
H -1.62149 -3.08084 -1.24421 0.124
O -1.99404 -2.30286 0.63043 -0.009
C -3.24173 -1.99162 0.30196 -0.508
O -3.84663 -2.44646 -0.63101 0.122
C -3.78868 -0.92273 1.23983 -0.018
C -3.46338 0.39935 0.62137 -0.378
C -4.33464 1.39171 0.30547 -0.349
S -3.50969 2.72330 -0.42206 1.048
C -2.01346 1.80466 -0.24920 -0.594
N -2.16422 0.65432 0.30066 0.102
N -0.83960 2.33709 -0.69453 0.112
C 0.40802 1.74275 -0.80040 -0.417
O 1.32849 2.37856 -1.24334 0.125
C 0.48380 0.29504 -0.34768 -0.121
O 1.74738 -0.26979 -0.54472 -0.006
C 2.79518 0.17276 0.21632 -0.185
C 2.70669 1.07680 1.25842 -0.017
C 3.83980 1.43656 1.97606 -0.092
C 5.06327 0.89265 1.65408 -0.098
C 5.16790 -0.01995 0.61282 -0.025
C 4.04760 -0.39081 -0.11063 -0.199
O 4.03690 -1.28434 -1.14009 -0.066
C 5.26033 -1.83735 -1.55324 -0.088
H 5.96243 -1.06450 -1.88334 0.097
H 5.72437 -2.43304 -0.75924 0.095
H 5.02015 -2.48654 -2.39398 0.093
H 6.13454 -0.43420 0.37438 0.102
H 5.94837 1.17192 2.20502 0.100
H 3.75229 2.14766 2.78312 0.101
H 1.76030 1.52457 1.51814 0.112
H -0.20365 -0.29390 -0.96212 0.139
H 0.14472 0.21346 0.69343 0.132
H -0.87904 3.28721 -1.04710 0.150
H -5.39389 1.42680 0.45240 0.070
H -3.28970 -1.01185 2.20505 0.131
H -4.86600 -1.03540 1.34486 0.130
H -0.97080 -5.34051 -0.39444 0.078
H -2.61010 -4.90512 0.10553 0.077
H -1.27493 -4.80166 1.26387 0.078



[3]
41
Properties=species:S:1:pos:R:3:lowdin_charge:R:1 method="wB97M-V/def2-TZVPD" total_charge=+1 e_above_lowest_kcal_mol=0.00
Al 0.79498 0.22167 -1.29212 -0.049
N -2.06480 -2.70853 4.69844 0.138
C -1.80434 -2.41083 3.40239 -0.298
C -0.48091 -2.29519 2.94927 -0.001
C -0.21238 -2.02965 1.62684 -0.033
C -1.26938 -1.87378 0.73311 -0.307
C -2.59475 -1.98743 1.16241 -0.052
C -2.85892 -2.24274 2.48574 -0.008
S -1.00209 -1.58237 -0.94004 0.753
O -1.83940 -2.38703 -1.75714 -0.220
O 0.49224 -1.66822 -1.20780 -0.254
N -1.07884 -0.00220 -1.27969 -0.074
C -1.51767 1.09585 -0.57028 -0.412
N -2.68887 1.20868 0.01050 0.175
C -2.89598 2.38197 0.61396 -0.075
C -1.96310 3.40812 0.62236 -0.020
C -0.75238 3.16866 -0.00977 -0.057
N -0.52381 2.00458 -0.60653 0.132
H -1.32618 -2.73205 5.37756 0.109
H -3.00683 -2.69556 5.04421 0.108
H 0.33624 -2.42895 3.64472 0.122
H 0.81125 -1.95589 1.29136 0.110
H -3.41006 -1.87757 0.46123 0.124
H -3.88242 -2.33282 2.82167 0.119
H -3.85307 2.50268 1.10511 0.122
H -2.16234 4.34710 1.11320 0.112
H 0.04328 3.90228 -0.03070 0.131
F 3.13557 -0.86730 -0.84305 0.196
B 3.12524 -0.14369 0.32361 -1.080
F 1.50288 0.33523 0.30132 0.087
F 3.21784 -0.83607 1.45549 0.254
F 3.79452 1.02251 0.23837 0.220
N 4.00353 1.81115 -2.96065 0.271
C 2.79019 1.33351 -3.11374 -0.490
O 2.07298 1.21758 -2.09238 0.045
C 2.31544 0.99469 -4.49854 -0.516
I 0.65741 -0.29580 -4.45650 1.167
H 4.33617 2.00621 -2.02317 0.150
H 4.62626 1.92959 -3.74383 0.148
H 3.12135 0.53946 -5.07042 0.073
H 2.01115 1.92215 -4.98652 0.081



[4]
13
Properties=species:S:1:pos:R:3:lowdin_charge:R:1 method="wB97M-V/def2-TZVPD" e_above_lowest_kcal_mol=105.17 smiles="CC=C=N.C#C"
C 2.09071 0.37644 -0.17745 -0.113
C 0.09236 -0.43162 0.04400 -0.307
C 0.63051 0.73592 0.22937 -0.118
C -2.75378 0.80716 0.07914 -0.002
C -2.69679 -0.38922 -0.02874 -0.027
N -0.10482 -1.56848 -0.36529 0.133
H 2.53466 -0.38641 0.48904 0.075
H 2.14211 -0.05595 -1.18749 0.080
H 2.69822 1.26703 -0.14002 0.058
H 0.30987 1.49999 0.93341 0.096
H -2.83770 1.86752 0.16043 0.023
H -2.53547 -1.43863 -0.14792 0.019
H 0.43012 -2.28373 0.11151 0.082